Below is the molecule C9H10BrClO2 at a distorted geometry, with properties calculated with wB97M-V/def2-TZVPD.

Each line ends with the Mulliken charge.
Cartesian coordinates (Å):
C 1.357 -1.558 -0.293  -0.109
C 1.126 -0.312 -2.386  -0.635
C 0.441 -1.105 0.450  0.224
C 0.034 0.512 -2.143  0.904
C -0.199 -0.908 1.665  0.186
C 2.065 -0.648 -1.372  -0.665
C -0.400 1.319 -1.101  -0.011
C 0.805 -0.712 2.767  -1.137
C -2.723 1.071 -0.596  -0.670
O -1.445 -0.717 1.856  -0.606
O -1.518 1.808 -0.620  -0.344
Cl -1.282 0.205 -3.425  -0.257
Br 1.036 2.280 -0.243  -0.168
H 1.501 -2.608 -0.316  0.425
H 1.263 -0.465 -3.404  0.503
H 2.226 0.188 -0.589  0.068
H 3.000 -1.182 -1.482  0.430
H 1.353 -1.644 2.864  0.365
H 0.200 -0.618 3.733  0.310
H 1.569 -0.003 2.592  0.323
H -2.643 0.025 -0.918  0.344
H -3.413 1.492 -1.372  0.301
H -3.115 1.268 0.481  0.220

Its LUMO energy (spin up / spin down) is -1.06 / -1.31 eV. The calculation puts the maximum force at 4.5 eV/Å. The calculation puts the energy relative to the best compared isomer or geometry (same formula, charge and spin) at 83.0 kcal/mol. The HOMO-LUMO gap (spin up / spin down) is 7.76 / 6.43 eV. The charge is 0.

=====

Below is a cluster of 2 separate species, C4H10N4S in total at a distorted geometry, with properties calculated with wB97M-V/def2-TZVPD.

Each line ends with the Mulliken charge.
Cartesian coordinates (Å):
C -0.441 0.637 -0.213  0.472
C -0.170 -0.863 -0.372  -1.221
C 2.901 -0.287 -0.212  -1.506
C 2.198 0.321 0.991  -0.226
N -3.945 -0.578 1.433  -0.415
N -3.909 -0.247 0.359  0.771
N -1.538 1.081 -0.396  -0.348
N -4.246 0.293 -0.634  -0.646
S 1.049 1.624 0.298  -0.190
H -1.069 -1.144 -0.981  0.274
H -0.022 -1.298 0.678  0.313
H 0.734 -1.036 -0.873  0.410
H 2.575 0.101 -1.087  0.527
H 3.976 -0.101 -0.172  0.320
H 2.888 -1.320 -0.213  0.449
H 2.703 0.913 1.717  0.427
H 1.564 -0.523 1.348  0.124
H -1.581 2.124 -0.200  0.172
H -3.668 0.302 -1.471  0.292

Its LUMO energy is 0.75 eV. The calculation puts the maximum force at 6.7 eV/Å. The calculation puts the energy relative to the best compared isomer or geometry (same formula, charge and spin) at 53.2 kcal/mol. The HOMO-LUMO gap is 9.87 eV. The charge is 0.